# 1
127
Properties=species:S:1:pos:R:3 method="wB97M-V/def2-TZVPD" total_energy_ha=-6159.00071 multiplicity=1 e_lumo_ev=-0.057
C 2.53531 3.50129 -1.64290
C 1.62595 2.25807 -1.65544
C 0.85182 2.26542 -3.00178
C 0.68915 2.39435 -0.45516
N 0.20528 1.13178 0.15899
C 1.25419 0.29945 0.62262
C 1.81868 0.64483 1.85049
O 1.39018 1.73705 2.55816
C 2.87416 -0.10148 2.33812
F 3.44133 0.24891 3.50277
C 3.37457 -1.20326 1.66876
F 4.39874 -1.87765 2.19566
C 2.83044 -1.58003 0.44374
C 3.32820 -2.74964 -0.36105
C 4.27816 -2.31371 -1.46472
F 4.00420 -3.66197 0.43145
C 1.77739 -0.79915 -0.05011
S 1.08359 -1.20412 -1.64348
C -0.56391 -0.60902 -1.41763
C -1.59234 -1.25370 -2.09244
O -1.27046 -2.30576 -2.91864
C -2.91291 -0.83281 -1.94746
C -3.96935 -1.59208 -2.72656
F -3.80306 -1.41570 -4.04138
F -3.85462 -2.91477 -2.48542
F -5.21963 -1.26005 -2.41596
C -3.16573 0.26630 -1.13297
N -4.53981 0.71979 -0.97246
C -4.99066 0.53907 0.34589
O -4.74669 -0.43378 0.95670
F -5.68723 1.51101 0.85881
C -4.87706 1.94742 -1.57203
O -5.94820 2.40729 -1.59133
F -3.88578 2.50968 -2.22893
C -2.12815 0.89782 -0.45427
Br -2.48209 2.35481 0.70958
C -0.80037 0.47363 -0.57458
H 1.92945 4.36635 -1.91661
H 3.36520 3.39382 -2.33270
H 2.92112 3.69269 -0.64409
H 2.29938 1.40722 -1.59903
H 1.46513 2.78023 -3.73013
H -0.06704 2.81406 -2.83075
H 0.65742 1.24278 -3.31256
H -0.17930 2.98050 -0.73985
H 1.19117 2.94112 0.33858
H 0.86460 1.43620 3.30859
H 2.49408 -3.28785 -0.80695
H 4.70318 -3.20292 -1.92044
H 3.76593 -1.73586 -2.22905
H 5.07660 -1.70426 -1.04888
H -1.20244 -3.09543 -2.36660
C 6.22731 1.66933 1.75569
C 6.80166 1.94061 0.37504
O 6.01897 2.82138 -0.41056
C 5.82557 4.12496 0.10935
C 7.10860 4.91096 0.31714
H 5.21378 1.27150 1.67638
H 6.84648 0.94337 2.28381
H 6.18116 2.57219 2.36594
H 6.84126 1.00700 -0.18712
H 7.83224 2.30528 0.44859
H 5.24343 4.07990 1.03748
H 5.20367 4.63996 -0.62309
H 7.75956 4.44483 1.05790
H 6.87792 5.91847 0.66456
H 7.66705 4.98240 -0.61714
C -1.77237 5.92021 -6.98327
C -0.95757 4.64753 -7.14140
O -0.72482 3.95762 -5.92737
C -1.87523 3.51814 -5.22881
C -2.74611 2.55245 -6.01474
H -1.28915 6.59737 -6.27759
H -1.86664 6.42624 -7.94457
H -2.77895 5.71929 -6.61418
H 0.03064 4.89811 -7.52754
H -1.42162 3.98139 -7.87741
H -2.46267 4.37594 -4.88141
H -1.50150 3.01560 -4.33929
H -3.16353 3.01234 -6.91129
H -3.57907 2.21257 -5.39763
H -2.16513 1.68346 -6.32746
C 5.82984 -1.61814 5.02763
C 6.52249 -2.95121 4.80605
O 7.80705 -3.04197 5.39759
C 7.85865 -2.88343 6.80246
C 7.04632 -3.91119 7.57239
H 6.44845 -0.79975 4.65504
H 4.87814 -1.60016 4.50538
H 5.63240 -1.42822 6.08423
H 6.68193 -3.10023 3.73800
H 5.88645 -3.77687 5.14499
H 7.56079 -1.86671 7.08348
H 8.91145 -2.98483 7.06723
H 5.98022 -3.83767 7.35410
H 7.17666 -3.76397 8.64515
H 7.36900 -4.92132 7.31662
C -7.83662 -6.50762 -1.89455
C -7.32124 -6.34831 -3.31523
O -8.11660 -5.50511 -4.12637
C -8.25808 -4.16737 -3.68208
C -6.94591 -3.41131 -3.56477
H -8.86036 -6.88433 -1.90019
H -7.20879 -7.20975 -1.34480
H -7.83348 -5.56283 -1.34940
H -7.32715 -7.31913 -3.81136
H -6.28014 -6.00487 -3.31087
H -8.80650 -4.13675 -2.73359
H -8.89175 -3.68085 -4.42394
H -6.28677 -3.85363 -2.81959
H -7.13615 -2.38187 -3.27386
H -6.41870 -3.41497 -4.52083
C -5.13637 0.77454 4.37606
C -4.39463 -0.53958 4.20319
O -3.09936 -0.54834 4.78669
C -3.04332 -0.32766 6.18331
C -3.80280 -1.35590 7.00432
H -4.55344 1.59873 3.96037
H -6.09656 0.73178 3.86135
H -5.33141 1.00302 5.42526
H -4.24508 -0.72315 3.14319
H -4.99187 -1.37526 4.58552
H -3.38380 0.68618 6.42418
H -1.98469 -0.37164 6.44267
H -4.87257 -1.33854 6.79347
H -3.67058 -1.15728 8.06853
H -3.43775 -2.36091 6.78848

# 2
123
Properties=species:S:1:pos:R:3 method="wB97M-V/def2-TZVPD" total_energy_ha=-3670.20310 multiplicity=1 e_lumo_ev=0.432 relative_energy_kj_mol=9.6
Zr -0.07848 0.56178 0.53975
C -1.25260 -2.51036 -1.25863
C -0.46778 -2.90650 -2.48691
O 0.60656 -2.01115 -2.73032
C 1.81722 -2.34919 -2.09715
C 2.57182 -1.11018 -1.71934
O 2.06823 -0.39295 -0.58075
C 2.86970 -0.56704 0.60861
C 2.34051 -1.67163 1.45847
O 0.99884 -1.32451 1.83813
C 0.15478 -2.46274 2.07610
C -0.18880 -3.15011 0.77742
O -0.36501 -2.16292 -0.20611
H -1.91520 -3.32316 -0.95246
H -1.84802 -1.64383 -1.46218
H -1.12862 -2.84564 -3.35081
H -0.09308 -3.93109 -2.41075
H 2.44770 -2.90322 -2.79892
H 1.65037 -2.98071 -1.21928
H 2.54668 -0.43209 -2.56246
H 3.60500 -1.37887 -1.52190
H 2.74545 0.31572 1.15688
H 3.92203 -0.70459 0.37965
H 2.96339 -1.76725 2.34248
H 2.34474 -2.62224 0.92577
H -0.73972 -2.06008 2.50466
H 0.63684 -3.15411 2.76465
H -1.10384 -3.72645 0.92706
H 0.59899 -3.83973 0.46992
O -0.41517 1.58592 -1.13602
N -0.83861 0.54192 -1.90268
C -4.53758 0.91903 -3.06011
C -4.04748 2.13954 -2.25479
C -3.91308 1.78386 -0.77428
C -2.78531 2.83655 -2.82553
C -2.87526 4.22167 -2.96566
C -1.86753 4.96990 -3.55221
C -0.77898 4.31298 -4.10421
C -0.62280 2.93082 -3.99449
C 0.47254 2.30434 -4.86864
C 1.24392 1.10567 -4.31501
C -0.15960 1.91345 -6.21794
C -1.58226 2.21976 -3.25302
N -1.37867 0.81323 -2.96151
H -5.46370 0.53852 -2.61479
H -3.81262 0.11208 -3.06385
H -4.74002 1.19123 -4.10307
H -4.83100 2.89292 -2.33757
H -3.21455 0.96886 -0.62085
H -4.88210 1.46964 -0.36493
H -3.56514 2.64312 -0.19963
H -3.77902 4.71634 -2.61246
H -1.95152 6.05112 -3.61980
H -0.02432 4.87673 -4.65099
H 1.19536 3.09870 -5.05585
H 0.64725 0.19640 -4.33455
H 1.56832 1.27981 -3.28995
H 2.13622 0.93716 -4.93010
H -0.92457 1.14091 -6.06024
H 0.60029 1.51060 -6.90058
H -0.63551 2.77540 -6.69640
N 1.10880 1.58304 1.88528
P 1.89826 2.90892 1.73116
N 3.25100 2.84106 2.69618
C 4.23093 3.93720 2.71524
C 5.05236 3.89100 3.99686
C 5.79888 2.55087 4.12748
C 4.89575 1.35187 3.72575
C 3.43589 1.77324 3.69941
N 2.61930 3.42307 0.30252
C 3.79530 2.70310 -0.23031
C 4.64854 3.67287 -1.04599
C 3.82447 4.26969 -2.19619
C 2.52628 4.89452 -1.67162
C 1.76287 3.88913 -0.82122
N 1.07477 4.30411 2.09212
C 0.29356 4.27118 3.36008
C 1.03232 5.01617 4.47507
C 1.63783 6.34914 3.96468
C 1.05815 6.73393 2.60080
C 1.29865 5.65104 1.54093
H 3.72144 4.89653 2.62686
H 4.91620 3.86366 1.86141
H 4.39507 4.04308 4.85703
H 5.76251 4.71696 3.98659
H 6.14902 2.43194 5.15419
H 6.68559 2.57883 3.49056
H 5.03039 0.51671 4.41890
H 5.16860 0.99240 2.72668
H 3.14227 2.10782 4.70389
H 2.77844 0.95133 3.44489
H 3.47896 1.89048 -0.89027
H 4.36500 2.26793 0.58732
H 5.52634 3.14926 -1.43525
H 4.99640 4.47805 -0.38667
H 3.57411 3.46785 -2.90522
H 4.41183 5.01637 -2.73664
H 1.89159 5.21642 -2.50344
H 2.76125 5.77650 -1.06174
H 1.48056 3.05981 -1.44170
H 0.84076 4.31715 -0.44136
H 0.13658 3.23725 3.64466
H -0.69266 4.70696 3.19990
H 1.82748 4.37415 4.86866
H 0.32949 5.20043 5.29261
H 2.72296 6.26509 3.87522
H 1.44743 7.14710 4.68227
H 1.50807 7.65939 2.23994
H -0.01449 6.92086 2.70456
H 2.31595 5.72318 1.15884
H 0.62882 5.84502 0.69846
Cl -3.77542 -2.20248 2.30490
C -3.85337 -0.45434 2.47263
C -4.94466 0.10870 3.11674
C -5.05237 1.49036 3.24834
C -4.04968 2.28771 2.72304
C -2.97772 1.69121 2.09543
Cl -1.71120 2.67474 1.38311
C -2.78716 0.30542 1.91358
N -1.72155 -0.21186 1.25219
H -5.71843 -0.53974 3.51384
H -5.90761 1.93416 3.74439
H -4.10500 3.37253 2.79624

Maximum force: 2.164; 3.022 (eV Å⁻¹)
HOMO level: -8.757; -6.510 (eV)